[1]
62
Properties=species:S:1:pos:R:3 method="wB97M-V/def2-TZVPD" spin_multiplicity=2 orbital_gap_ha="0.056 / 0.222" e_tot_ha=-2476.145668 homo_energy_ev="3.88 / -0.73" mol_weight_g_mol=589.876 total_charge=-3 s_squared=0.753
O -1.172 -2.127 3.652
C -0.592 -1.665 2.653
O -0.825 -1.809 1.383
B -0.081 -0.839 0.605
O 0.809 -0.221 1.528
C 0.519 -0.578 2.804
O 1.025 -0.208 3.815
O -1.083 0.106 -0.004
C -1.027 0.075 -1.353
O -1.750 0.684 -2.152
C -0.027 -0.976 -1.724
O 0.606 -1.407 -0.646
O 0.217 -1.256 -2.842
O 4.430 1.937 -3.569
C 3.395 2.146 -2.926
O 3.345 2.683 -1.818
B 1.907 2.714 -1.351
O 1.152 2.022 -2.357
C 1.918 1.648 -3.334
O 1.634 0.991 -4.361
O 1.690 2.161 -0.013
C 1.297 3.072 0.843
O 1.059 3.011 2.036
C 1.223 4.378 0.020
O 1.598 4.138 -1.187
O 0.987 5.493 0.481
O -3.621 -0.022 1.540
H -3.875 -0.652 2.215
H -3.016 0.572 1.984
O -0.157 -1.226 -5.587
H 0.425 -0.671 -5.069
H -0.989 -1.208 -5.115
O -4.274 -2.200 3.375
H -3.339 -2.396 3.305
H -4.425 -2.081 4.313
O -2.660 -1.091 -4.342
H -2.938 -0.211 -4.088
H -3.121 -1.261 -5.163
O -2.941 2.771 -0.147
H -2.704 1.845 -0.178
H -2.398 3.181 -0.820
O -1.933 -2.819 6.647
H -1.450 -3.005 7.452
H -1.255 -2.697 5.982
O 3.684 0.855 1.862
H 2.751 0.766 2.054
H 3.947 1.657 2.314
O 2.475 -3.579 -2.910
H 2.326 -4.491 -3.158
H 1.606 -3.178 -2.939
O -2.627 -3.949 0.214
H -1.675 -3.872 0.147
H -2.954 -3.075 0.000
O -1.426 3.161 -3.954
H -1.292 2.408 -3.380
H -2.098 2.875 -4.572
O 3.568 -0.451 -0.352
H 3.739 0.176 0.350
H 2.632 -0.363 -0.531
O 2.970 -0.572 6.107
H 2.487 -0.999 6.814
H 2.303 -0.369 5.450



[2]
38
Properties=species:S:1:pos:R:3 method="wB97M-V/def2-TZVPD" spin_multiplicity=1 orbital_gap_ha=0.262 e_tot_ha=-993.125182 homo_energy_ev=-4.15 relative_energy_kcal_mol=36.3 mol_weight_g_mol=327.179 total_charge=-1
I 0.133 0.290 1.294
C -1.991 -5.539 -2.868
C -1.602 -4.650 -1.723
O -2.450 -3.533 -1.751
H -3.003 -5.926 -2.749
H -1.280 -6.354 -2.737
H -1.921 -4.996 -3.811
H -0.560 -4.350 -1.841
H -1.712 -5.152 -0.762
H -1.953 -2.797 -1.387
C 2.821 6.995 1.509
C 2.345 5.560 1.783
O 2.895 4.619 0.874
H 2.579 7.303 0.492
H 3.875 7.146 1.743
H 2.220 7.662 2.128
H 1.286 5.434 1.557
H 2.630 5.288 2.799
H 2.340 3.837 0.825
C -4.659 2.998 -3.825
C -3.397 2.600 -3.050
O -3.730 2.012 -1.841
H -5.450 2.249 -3.782
H -4.367 3.082 -4.871
H -4.957 4.002 -3.526
H -2.653 3.390 -2.950
H -2.913 1.870 -3.699
H -2.905 1.808 -1.395
C 3.651 -3.341 3.345
C 2.446 -4.242 3.764
O 1.294 -3.357 3.987
O 3.654 -2.982 1.991
H 4.573 -3.839 3.644
H 3.627 -2.437 3.953
H 2.630 -4.663 4.752
H 2.257 -4.988 2.992
H 1.241 -2.718 3.273
H 3.004 -2.286 1.865



[3]
41
Properties=species:S:1:pos:R:3 method="wB97M-V/def2-TZVPD" spin_multiplicity=2 orbital_gap_ha="0.148 / 0.344" e_tot_ha=-1520.898071 homo_energy_ev="-4.20 / -9.89" mol_weight_g_mol=287.370 total_charge=0 s_squared=0.751
K 0.225 1.574 1.105
C -2.439 0.609 -3.247
C -2.809 1.364 -1.905
O -1.652 1.767 -1.199
O -1.935 -0.695 -3.089
H -1.802 1.253 -3.852
H -3.379 0.592 -3.799
H -3.357 0.757 -1.185
H -3.334 2.307 -2.055
H -0.994 1.077 -1.313
H -1.255 -0.618 -2.416
C 2.738 2.167 -1.972
C 1.407 2.745 -2.375
O 0.557 1.775 -3.002
O 2.574 1.529 -0.713
H 3.358 3.054 -1.836
H 3.285 1.565 -2.698
H 1.477 3.491 -3.167
H 0.985 3.276 -1.522
H 0.433 1.058 -2.377
H 2.624 0.573 -0.778
C 2.336 -1.315 3.479
C 3.481 -1.610 2.556
O 3.012 -2.486 1.461
O 1.324 -0.578 2.735
H 2.759 -0.656 4.237
H 2.004 -2.239 3.951
H 4.277 -2.105 3.112
H 3.848 -0.669 2.147
H 2.770 -1.963 0.693
H 1.009 -1.004 1.934
C -2.587 -2.128 2.485
C -2.874 -1.405 1.190
O -1.990 -0.254 1.113
O -1.358 -2.781 2.279
H -3.447 -2.744 2.747
H -2.425 -1.537 3.387
H -3.889 -1.008 1.165
H -2.930 -1.975 0.262
H -1.181 -0.592 0.722
H -0.848 -2.172 1.740